The following is a DFT calculation (the ωB97M-V functional and the def2-TZVPD basis) of 10 unconnected molecules or ions with the total composition C53H58ClN3O14 at a distorted geometry.

## Properties
* DFT total energy: -3731.4939 Eh
* highest occupied orbital energy: -7.6 eV
* spin multiplicity: 1
* Kohn-Sham gap: 7.631 eV
* E_LUMO: 0.07 eV
* total charge: 0
* molar mass: 996.5 Da

Each line ends with the Mulliken charge.
Positions of all 129 atoms, in Å:
Cl: -2.2640 -1.1200 3.7403  -0.6732
O: 5.3260 -0.4220 0.1523  -0.3146
O: 0.2060 -2.9000 -6.3877  -0.4659
O: 1.4140 -1.3420 -0.8267  0.1247
O: -3.2560 0.8970 -4.0857  -0.2318
O: -0.4760 4.9780 -2.0447  -0.3593
O: 0.9780 -0.6450 3.1393  -0.6762
O: 3.3010 -5.6810 3.2053  -0.5723
O: 0.2130 -9.1910 1.1713  -0.5642
O: 3.1010 -5.8180 -3.5847  -0.5981
O: -4.2180 1.0790 2.6623  -0.4889
O: -4.3300 6.2350 4.6343  -0.5537
O: 6.2420 3.5880 4.0163  -0.5419
O: 4.6850 2.6440 -2.3427  -0.5198
O: -1.0460 -3.6980 0.6143  -0.1669
N: -2.0430 0.4270 -0.5077  0.9120
N: -1.0340 1.7130 0.9433  1.1928
N: -4.0020 4.4890 -2.3937  -0.4524
C: 0.6440 -6.9710 0.3963  -0.4537
C: -1.1350 0.0670 -4.5127  0.0282
C: 2.3100 2.3650 -2.2267  -1.1912
C: 0.8500 2.9330 -2.2647  -0.0677
C: -2.1230 -1.9390 -6.1457  -0.5922
C: 6.9750 1.5550 2.9673  -0.9116
C: 2.6960 -4.4390 3.2563  0.6716
C: 0.4350 -5.5620 0.1693  -0.2180
C: 1.8130 5.1500 -2.1617  -0.6591
C: -6.5450 4.5360 -1.3167  -0.1639
C: -5.2320 3.2430 2.7753  -0.5746
C: -2.5860 -0.8630 -1.0607  -0.4284
C: -2.4850 0.0240 -4.7157  -0.1374
C: -1.6530 -5.8120 1.4633  -0.7160
C: -3.2380 2.7570 4.1333  0.2027
C: -6.3660 3.9810 -2.5897  -0.6828
C: 1.5630 -1.8220 3.3173  0.1643
C: -4.9380 3.9500 -3.0647  -0.7901
C: -0.6630 -1.8900 -5.8447  0.4375
C: 3.5820 -4.3070 -1.7587  -0.9059
C: -5.2160 4.6600 3.1903  -0.9227
C: 6.0460 2.5520 3.1193  0.6317
C: -0.2210 -0.8720 -5.1067  -0.4089
C: -4.2880 4.9180 4.1553  0.6360
C: -4.0870 5.0300 -1.1747  -0.8133
C: -1.3600 0.4820 0.6633  -0.6654
C: 3.4650 3.2030 -2.2097  0.2159
C: 1.5450 -4.0820 -3.2027  -0.3753
C: 3.1890 4.6100 -2.1967  -0.7873
C: 5.5300 0.5030 1.1153  0.3331
C: -0.7840 -5.0560 0.6353  0.1593
C: -0.2820 2.2760 2.0643  -2.6760
C: 0.7100 4.3550 -2.0947  0.3149
C: -0.1510 -7.8360 1.1333  0.5032
C: 1.3610 -4.2960 3.6613  -0.5286
C: 1.8170 -2.4470 -1.4367  -0.0612
C: 3.1240 -3.0090 -1.0847  -0.0276
C: -3.1740 -0.9260 -5.4387  -0.7588
C: -3.2370 4.1200 4.6253  -0.8288
C: 5.0050 2.5930 2.2283  -0.8925
C: 6.5970 0.4120 1.9863  -0.6268
C: 0.7300 -2.8580 3.6483  0.2697
C: 3.4530 -3.3330 2.8253  -1.2867
C: 2.7010 -4.8630 -2.7677  0.4243
C: -1.6750 2.5580 0.0193  -0.9107
C: 2.8920 -2.0290 2.9433  -0.3776
C: -1.2850 -7.3200 1.7023  -0.8172
C: 4.7420 1.5610 1.2083  0.1825
C: -5.4600 5.0210 -0.5587  -0.5918
C: -4.1780 2.3350 3.1733  0.2286
C: 1.0290 -2.9720 -2.5017  0.5619
C: 1.2440 2.3890 1.6253  -1.6252
C: -2.2520 1.7110 -0.8817  -0.5694
H: -3.1750 5.2170 -0.9077  1.1303
H: -0.7740 3.0780 2.3153  1.1620
H: -4.9520 6.7810 4.2803  0.2686
H: 0.7520 -4.2660 -4.0097  0.2053
H: -3.6530 0.4370 2.9573  -0.0379
H: -0.7840 5.6790 -2.3957  0.2459
H: 3.7240 -2.5350 -0.1837  -0.2306
H: 1.2440 3.1050 0.7403  0.2878
H: 3.9610 1.7760 0.5653  0.7765
H: 1.7340 2.7970 2.3083  1.0675
H: 0.0500 2.2210 -2.4107  0.4291
H: 1.7360 1.4660 1.5753  0.4380
H: -5.6530 5.3460 0.4263  0.5222
H: 1.1020 -9.0240 1.1583  0.2650
H: -2.5560 -0.8080 -2.2517  -0.0188
H: 1.5670 6.1450 -2.2867  0.5109
H: -7.5670 4.5040 -0.7537  0.2459
H: 4.1540 3.4580 2.1943  0.1589
H: 6.1430 -0.8030 0.2303  0.2285
H: 1.5120 -7.3370 0.0963  0.4623
H: -5.9220 2.7990 2.0813  0.4309
H: -0.2250 -3.1850 -7.1527  0.2787
H: -0.5000 1.7180 2.8133  1.1502
H: 4.3970 -3.5010 2.7053  0.8879
H: 2.4270 1.3770 -2.3307  1.1726
H: -2.2440 -1.6510 -0.7077  0.2416
H: 3.8900 -6.3540 -3.0477  0.3917
H: -0.4450 -2.9310 3.9963  0.0185
H: -1.8290 -3.5070 1.1643  0.1923
H: 2.0200 -0.7940 -0.2167  -0.0111
H: -0.7180 0.8700 -4.0227  0.6265
H: -2.6320 -2.6100 -6.9057  0.2324
H: -2.4950 4.4900 5.3013  0.5195
H: 0.0090 -2.4160 -2.7107  0.0827
H: -1.7760 3.6760 -0.0757  0.2461
H: -2.6090 1.8640 4.7003  0.2359
H: 1.1060 -4.8210 -0.2787  0.3789
H: -0.9930 -0.3630 1.3123  0.3854
H: 4.4090 -4.7640 -1.3377  0.4281
H: 6.9240 3.4160 4.6913  0.3081
H: -4.1550 1.1600 -4.2607  0.2791
H: -1.9500 -7.8290 2.2833  0.5352
H: -2.3850 -5.3450 2.1343  0.3471
H: 7.3670 -0.3960 2.0523  0.2947
H: -4.3220 -1.0610 -5.3867  0.2831
H: 7.7190 1.5460 3.6583  0.3923
H: -4.8980 3.4940 -3.8377  1.1127
H: 0.6690 -5.2900 3.6273  -0.0688
H: 4.9400 1.9070 -2.0017  0.2775
H: 3.8920 5.3090 -1.9107  0.4385
H: 3.4140 -1.2720 2.4433  0.6137
H: -6.0410 5.1330 2.8463  0.6787
H: 0.1180 -0.6470 3.7953  0.2754
H: -6.9920 3.3370 -2.9587  0.4935
H: -2.8010 1.8960 -1.7847  0.6641
H: 2.7370 -6.3110 3.7223  0.3416
H: 0.7920 -0.6320 -4.9307  0.4961
H: -3.6950 -1.1240 -1.1107  0.2595

The following is a DFT calculation (the ωB97M-V functional and the def2-TZVPD basis) of a molecular structure, C53H61F9InN4O4PSTe.

## Properties
* DFT total energy: -4672.6330 Eh
* highest occupied orbital energy (spin up / spin down): -9.1 / -10.9 eV
* spin multiplicity: 2
* Kohn-Sham gap (spin up / spin down): 7.184 / 7.625 eV
* E_LUMO (spin up / spin down): -1.89 / -3.27 eV
* total charge: +1
* molar mass: 1294.5 Da

Each line ends with the Löwdin spin population.
Positions of all 135 atoms, in Å:
Te: -1.4273 -1.9354 0.8605  0.0770
In: -1.1005 1.0170 -0.6012  0.3002
S: -0.9248 2.5546 2.3952  0.0099
P: 2.0280 1.5862 -2.0771  0.0135
F: -4.1892 5.0829 -0.2800  0.0002
F: -0.4840 5.5381 -0.9026  0.0004
F: -2.4597 2.5124 -2.9686  0.0101
F: -3.8592 4.1542 -2.8223  0.0002
F: -4.0349 2.4424 -1.5078  0.0027
F: -0.9307 4.7604 -2.8660  0.0002
F: -3.5298 3.3788 0.8708  0.0005
F: -2.4081 5.2222 0.9436  0.0002
F: -2.2845 6.1663 -1.9235  0.0006
O: -1.2675 3.0578 -0.5874  0.0681
O: -2.9854 -0.2370 -1.1119  0.1706
O: -0.8763 1.2030 1.6755  0.0625
O: 1.0690 1.2287 -0.9663  0.1314
N: 1.6469 1.1012 -3.6079  -0.0008
N: -2.4358 -2.4908 -0.7476  -0.0042
N: 2.1356 3.2142 -2.2040  0.0012
N: 3.4643 0.8658 -1.7261  0.0032
C: 3.1823 -3.5878 0.7020  -0.0001
C: 0.5568 -2.6476 0.6359  0.0049
C: -3.0195 -1.4927 -1.3770  0.0341
C: -2.4336 1.5439 6.5316  0.0011
C: -3.8725 -1.8679 -2.5486  0.0049
C: 0.3583 -0.4771 -4.8953  0.0010
C: -2.1109 -3.4696 2.1302  0.0387
C: 1.7790 2.1460 2.2094  0.0006
C: -2.6612 2.7221 4.4507  0.0014
C: -1.4764 5.1260 -1.6946  0.0011
C: -3.0968 -1.5870 3.5466  0.0020
C: 4.4345 -1.2552 -1.4857  0.0000
C: 4.6008 -4.0816 0.7367  0.0000
C: 5.3935 -0.4052 -2.3192  0.0004
C: -2.7819 -3.0382 3.2794  0.0016
C: -3.3893 -6.3798 4.9945  -0.0002
C: -5.0442 -1.2164 -4.5484  -0.0003
C: 1.3163 -2.5044 1.8108  0.0004
C: 2.9049 3.9055 -3.2529  0.0005
C: 1.1028 -3.2126 -0.5158  0.0007
C: -1.4553 2.1776 4.0397  0.0018
C: 4.5673 0.8306 -2.7061  0.0010
C: -1.8961 -4.8241 1.8604  0.0045
C: 3.4052 3.5605 3.2863  0.0000
C: 1.0667 4.0639 3.5109  0.0001
C: 0.7655 -1.8681 3.0621  0.0005
C: -3.1876 -3.9987 4.1979  0.0011
C: 0.3127 0.9178 -5.5235  0.0001
C: -4.2697 -0.8829 -3.4483  0.0037
C: -3.1490 2.4019 5.7130  0.0000
C: 3.1026 2.4587 2.5041  0.0000
C: 0.7809 2.9455 2.7366  0.0003
C: 3.6358 -0.2038 -0.7288  0.0004
C: -3.1717 3.2714 -2.1090  0.0022
C: 2.2232 3.9734 -0.9374  0.0006
C: 1.3600 -0.3531 -3.7330  0.0052
C: 0.6053 1.8409 -4.3538  0.0029
C: -2.3322 -5.7422 2.8093  0.0022
C: -1.2188 1.0081 6.1088  -0.0001
C: 2.3880 4.3690 3.7830  0.0000
C: -4.2635 -3.1893 -2.7527  0.0035
C: -2.2202 3.9140 -1.0499  0.0044
C: 2.6202 -2.9710 1.8164  0.0003
C: -1.2378 -5.3347 0.6079  0.0004
C: 2.4078 -3.7023 -0.4382  0.0000
C: -5.4332 -2.5335 -4.7475  0.0034
C: -2.9584 -5.3527 3.9861  -0.0013
C: -5.0444 -3.5178 -3.8484  -0.0001
C: -3.1071 4.4198 0.1333  0.0004
C: 0.4114 -3.3509 -1.8464  0.0027
C: 3.9182 4.7350 -2.4768  0.0001
C: 3.1057 5.1833 -1.2625  0.0001
C: -0.7206 1.3261 4.8597  0.0012
H: 2.6704 -0.5446 -0.3568  0.0004
H: 2.2393 4.5650 -3.8184  0.0000
H: -4.0940 -7.0855 4.5528  -0.0001
H: 2.4852 6.0418 -1.5242  0.0000
H: 0.9274 -0.7479 -2.8072  0.0064
H: 0.3238 -0.8866 2.8580  0.0004
H: -2.1840 -6.7987 2.6123  0.0004
H: 3.2117 -2.8574 2.7183  0.0000
H: 2.2880 -0.8970 -3.9235  0.0002
H: -0.6240 -0.7580 -4.5118  0.0007
H: 1.5627 -1.7246 3.7905  0.0000
H: 2.6269 5.2343 4.3861  0.0000
H: 3.7695 -1.8296 -2.1364  0.0000
H: -3.9574 -3.9458 -2.0436  0.0002
H: 1.0663 -2.9719 -2.6334  -0.0001
H: 3.8972 1.8353 2.1149  0.0000
H: -5.3500 -4.5440 -4.0038  -0.0001
H: -3.7066 -3.6803 5.0947  0.0002
H: 1.5309 1.3002 1.5813  0.0009
H: 3.3499 3.1957 -3.9499  0.0000
H: 4.1644 0.7524 -3.7180  0.0000
H: 4.3072 5.5675 -3.0611  0.0000
H: -1.6224 -6.3263 0.3725  0.0000
H: 2.8253 -4.1778 -1.3195  0.0000
H: -0.6615 0.3481 6.7603  0.0000
H: -2.8194 1.2898 7.5099  0.0001
H: -3.2131 3.3820 3.7927  0.0001
H: 4.7590 4.1107 -2.1637  0.0000
H: 2.6762 3.3530 -0.1618  0.0002
H: 0.2310 0.9327 4.5239  0.0001
H: -3.6780 -1.1434 2.7346  0.0004
H: -5.3491 -0.4483 -5.2468  -0.0001
H: 4.2170 0.1642 0.1249  0.0000
H: -3.8679 -5.9160 5.8551  0.0000
H: -6.0510 -2.7922 -5.5976  0.0002
H: -3.9776 0.1427 -3.2692  0.0008
H: 1.0979 1.0198 -6.2745  0.0001
H: -3.6845 -1.4894 4.4579  0.0002
H: 5.2937 -3.2505 0.8841  0.0000
H: 0.2171 -4.4028 -2.0661  0.0000
H: 0.0016 -2.4944 3.5283  0.0000
H: 4.9549 -1.9461 -0.8254  0.0000
H: 0.6679 -1.2375 -5.6093  0.0000
H: -2.5330 -6.9549 5.3492  -0.0001
H: 5.1706 1.7397 -2.6545  0.0000
H: -4.0859 2.8233 6.0508  0.0000
H: -0.5366 -2.8277 -1.9023  0.0021
H: 4.8682 -4.5871 -0.1900  0.0000
H: -0.2846 1.9902 -3.7421  0.0030
H: 1.2281 4.2607 -0.5970  0.0003
H: 0.9686 2.8186 -4.6611  0.0002
H: 6.2482 -0.1091 -1.7089  0.0000
H: -2.1943 -0.9836 3.6707  0.0005
H: 4.7536 -4.7793 1.5608  0.0000
H: 5.7747 -0.9258 -3.1960  0.0001
H: 4.4370 3.7972 3.5104  0.0000
H: -0.6437 1.1427 -5.9926  0.0001
H: 0.2684 4.6834 3.9020  0.0000
H: -1.4332 -4.6887 -0.2468  0.0000
H: 3.7288 5.4665 -0.4152  0.0000
H: -0.1573 -5.4207 0.7425  -0.0001